Density functional theory data (wB97M-V/def2-TZVPD) for a molecular structure, C24H21BN8O2SV at a distorted geometry.

lowest unoccupied orbital energy (spin up / spin down): -0.172 / -0.272 eV
orbital gap (spin up / spin down): 6.31 / 7.70 eV
total energy: -2882.9021 Ha
energy relative to the best compared isomer or geometry (same formula, charge and spin): 0.0 kJ/mol
HOMO energy (spin up / spin down): -6.48 / -7.97 eV
spin multiplicity: 4

Structure (XYZ):
```
58
C24H21BN8O2SV, DFT wB97M-V/def2-TZVPD
V 0.175 -0.491 1.063
C 0.298 -0.862 5.424
C 0.967 -0.965 4.202
N 0.124 -0.831 3.179
N -1.107 -0.656 3.731
C -1.022 -0.671 5.067
B -2.368 -0.484 2.815
N -2.383 -1.697 1.855
C -3.241 -2.713 1.711
C -2.706 -3.617 0.818
C -1.483 -3.056 0.447
N -1.287 -1.897 1.080
N -2.168 0.837 2.012
C -2.974 1.888 1.837
C -2.268 2.885 1.192
C -0.998 2.339 1.004
N -0.942 1.100 1.492
H 0.712 -0.922 6.416
H 2.013 -1.156 4.019
H -1.908 -0.551 5.671
H -3.374 -0.441 3.476
H -4.176 -2.721 2.248
H -3.141 -4.539 0.474
H -0.762 -3.411 -0.272
H -3.995 1.858 2.181
H -2.624 3.858 0.898
H -0.121 2.772 0.550
O -2.270 -0.043 -1.041
S -1.137 -0.402 -1.845
O -1.160 -1.667 -2.540
N 0.178 -0.240 -0.920
C 1.467 -0.413 -1.429
C 1.825 -0.691 -2.731
C 3.184 -0.851 -3.074
C 4.182 -0.725 -2.154
C 3.855 -0.401 -0.818
C 4.821 -0.197 0.193
C 4.428 0.188 1.441
C 3.064 0.344 1.722
N 2.110 0.111 0.835
C 2.506 -0.233 -0.452
C -0.988 0.838 -3.095
C -0.438 2.078 -2.797
C -0.359 3.040 -3.793
C -0.821 2.757 -5.073
C -1.367 1.513 -5.360
C -1.452 0.544 -4.370
H 1.062 -0.827 -3.483
H 3.435 -1.088 -4.101
H 5.221 -0.857 -2.431
H 5.871 -0.335 -0.040
H 5.151 0.377 2.223
H 2.731 0.673 2.698
H -0.070 2.275 -1.799
H 0.066 4.011 -3.571
H -0.748 3.507 -5.851
H -1.723 1.294 -6.359
H -1.863 -0.435 -4.575
```